No. 1
{"formula": "C9H12F6N4O3PV", "method": "ωB97M-V/def2-TZVPD", "largest_force_ev_per_a": 6.17, "spin_multiplicity": 4, "charge": -1, "gap_ha": [0.1861, 0.2183], "elements": ["H", "V", "F", "H", "C", "H", "C", "F", "C", "P", "H", "O", "F", "H", "C", "H", "C", "F", "O", "H", "C", "F", "H", "N", "C", "H", "H", "N", "N", "H", "C", "O", "C", "N", "H", "F"], "xyz": [[-3.5330, -1.7479, -2.6560], [1.1310, -1.0609, 0.0041], [-1.2750, -2.6883, 1.9489], [3.7328, 3.5587, 1.4700], [2.2002, 1.4162, -4.1844], [2.5077, 2.3999, -3.8663], [2.6588, 1.6801, 1.3686], [-0.1822, -1.6923, 3.6899], [-3.2383, -2.0433, -1.6509], [-1.4292, -1.3688, 2.8355], [-3.2581, 2.2858, 0.5308], [2.6589, -4.3183, 1.3190], [-2.3956, -2.0250, 3.9359], [-3.4010, 2.1381, -1.2324], [-2.7465, 2.4708, -0.4245], [-2.5140, 3.5229, -0.5385], [-1.8257, -1.9929, -1.3289], [-2.8072, -1.0371, 1.9428], [1.5191, -2.1406, 1.7527], [1.3044, 1.4881, -4.7941], [2.0295, 0.5373, -3.0472], [-0.5261, -0.5411, 1.6842], [2.3225, 3.3731, 2.5865], [-0.7090, -1.9024, -1.1074], [-1.5957, 1.6400, -0.4841], [3.7939, 2.4702, 2.8605], [-3.6615, -1.3746, -0.8953], [2.2712, 0.7644, 0.7975], [-0.6616, 0.9882, -0.5126], [3.0169, 1.0161, -4.7691], [2.1543, -3.1554, 0.9504], [2.7138, -2.4775, -0.2737], [3.1533, 2.8681, 2.0853], [1.8162, -0.1282, -2.1378], [-3.6117, -3.0349, -1.3914], [-1.6131, 0.1114, 3.5319]], "lowdin_charge": [0.080, 0.681, -0.143, 0.079, -0.058, 0.077, -0.174, -0.097, -0.043, 0.161, 0.102, -0.125, -0.160, 0.084, -0.060, 0.080, -0.212, -0.235, -0.298, 0.084, -0.209, -0.265, 0.086, 0.159, -0.250, 0.079, 0.083, 0.165, 0.173, 0.080, -0.566, -0.366, -0.048, 0.165, 0.089, -0.202]}

***

No. 2
{"formula": "C5H9FO", "method": "ωB97M-V/def2-TZVPD", "largest_force_ev_per_a": 4.24, "gap_ha": [0.2571, 0.2579], "elements": ["C", "H", "C", "H", "C", "C", "H", "H", "O", "F", "C", "H", "H", "H", "H", "H"], "xyz": [[-0.8645, 2.1648, 0.1091], [-0.9205, 2.5421, -1.0270], [1.8131, -0.3424, -0.4306], [-0.8368, -1.7207, 1.2154], [-0.9651, 0.7585, 0.3383], [-1.7703, -0.2900, 0.2047], [-2.2921, -2.4195, 0.6061], [2.8661, -0.5845, -0.2801], [1.2667, -0.4201, 0.7832], [-3.1451, -0.1431, -0.1474], [-1.4713, -1.7124, 0.4072], [1.4609, -1.1537, -1.0535], [1.6669, 0.6159, -1.0975], [-1.7412, 2.7283, 0.4691], [-0.8907, -2.1578, -0.5376], [-0.0825, 2.5629, 0.7328]], "lowdin_charge": [-0.093, 0.143, -0.332, 0.038, 0.077, -0.274, 0.092, 0.078, -0.157, 0.001, -0.040, 0.045, 0.103, 0.096, 0.140, 0.084]}

***

No. 3
{"formula": "C16H28HgO12P", "method": "ωB97M-V/def2-TZVPD", "largest_force_ev_per_a": 7.11, "charge": -3, "gap_ha": 0.0531, "elements": ["C", "C", "H", "C", "H", "H", "H", "C", "H", "C", "H", "C", "H", "P", "H", "H", "C", "O", "O", "C", "H", "O", "C", "H", "H", "C", "O", "H", "O", "H", "C", "O", "O", "H", "O", "H", "O", "H", "H", "H", "H", "H", "H", "O", "H", "C", "C", "H", "O", "H", "O", "C", "C", "C", "Hg", "H", "H", "H"], "xyz": [[2.3186, 2.8795, -0.5917], [-3.1940, 2.9010, 2.6713], [2.5056, -0.7074, -1.5539], [0.8806, 0.1367, 4.3278], [3.3162, 1.6601, -3.5349], [2.4441, -2.3545, -5.5100], [3.8912, 3.8099, -1.6572], [-2.6959, -2.9439, 0.0657], [2.0305, -1.9474, 2.8206], [1.1652, 2.2616, -1.3300], [2.3824, -3.5696, -4.1492], [2.2259, -1.5944, -2.1224], [1.8508, 0.3904, 4.7550], [-4.2124, 1.5519, -2.0410], [-3.5476, 3.2831, 1.7137], [-0.3286, -1.5470, 4.5858], [-2.1809, 1.7467, 2.4274], [0.4574, -0.4774, 0.9798], [-2.7031, 0.8835, 1.3943], [2.8017, 2.4089, -2.9328], [-1.8647, 1.2976, 3.3690], [1.5850, 1.9170, -2.5859], [2.9724, -1.7478, -3.4125], [-2.7141, 3.8223, 3.0013], [-3.0863, -2.6684, 2.3189], [0.7175, -1.3051, 4.3981], [-0.0117, 2.0451, -0.9365], [2.4236, 2.1843, 0.2413], [-4.6126, 2.1077, -0.6781], [2.0269, 3.8825, -0.2801], [0.7890, -1.5299, -2.7234], [-2.8736, -1.6212, -0.2144], [-4.7544, 2.5408, -3.1335], [0.5381, -2.6192, 2.5776], [0.8061, -2.2522, -3.9674], [-2.5748, -4.2432, 1.9180], [-0.2284, -1.0473, -2.1272], [1.2908, -1.7835, 5.1922], [3.3039, -0.9320, -4.0548], [0.1680, 0.7100, 4.9206], [-1.4523, -3.1486, 1.9075], [-1.2518, 2.2705, 2.2030], [-3.6436, -3.4050, -0.2124], [-2.8147, 0.9568, -2.0213], [-2.0213, -3.2776, -0.7227], [2.1734, -2.5498, -4.4724], [0.6663, -0.5753, 2.1614], [2.3578, -2.4182, -1.4209], [-5.1096, 0.4103, -2.0187], [4.1467, 1.9559, -1.4180], [0.7191, 0.5042, 3.0049], [3.4828, 2.8009, -1.6006], [0.9799, -1.7130, 2.9922], [-2.4912, -3.2093, 1.5831], [-1.4185, 0.3220, -0.5416], [-4.0428, 2.6021, 3.2864], [2.4773, 3.1606, -3.6524], [3.9337, -2.2154, -3.1993]], "lowdin_charge": [-0.104, -0.133, 0.099, -0.257, 0.083, 0.094, 0.067, -0.502, 0.106, -0.367, 0.090, -0.119, 0.108, -0.191, 0.053, 0.126, -0.459, 0.065, -0.363, -0.292, 0.050, 0.002, -0.319, 0.029, 0.064, -0.181, 0.000, 0.113, -0.233, 0.120, -0.284, -0.347, -0.433, 0.116, -0.035, 0.022, 0.017, 0.106, 0.075, 0.123, 0.013, 0.058, 0.062, -0.455, 0.069, -0.183, -0.450, 0.100, -0.215, 0.050, -0.002, -0.274, -0.142, -0.113, 1.165, 0.045, 0.112, 0.051]}

***

no.,E (eV)
1,-72918.34756
2,-10089.35137
3,-55066.24661